1.
This record from the OMol25 dataset describes 3 unconnected molecules or ions with the total composition C4H9NO at a distorted geometry. The level of theory is ωB97M-V/def2-TZVPD.

* energy relative to the best compared isomer or geometry (same formula, charge and spin): 5.885 eV
* highest occupied orbital energy: -8.627 eV
* multiplicity: 1
* frontier orbital gap: 8.363 eV

Positions of all 15 atoms, in Å:
1 O -0.57208 1.71567 -1.40092
2 N 0.69585 0.06634 -0.31453
3 C 0.22931 0.49732 1.95554
4 C -1.11280 -1.03939 -1.80659
5 C 1.25096 0.48707 0.88426
6 C -0.19258 0.65026 -1.08109
7 H 1.60414 1.49199 0.75226
8 H 0.28642 -1.41528 -0.55488
9 H 0.73499 0.76820 2.87489
10 H -0.98070 -2.11580 -2.07563
11 H -1.15298 -0.49656 -2.74926
12 H -0.14367 -0.51591 2.08291
13 H -2.13511 -1.09261 -1.39687
14 H 2.11967 -0.16485 0.99357
15 H -0.63140 1.16355 1.83634

Mulliken population analysis, charges in e, atoms 1 to 4:
1 O -0.4343
2 N -0.4491
3 C -1.0381
4 C -1.3476



2.
This record from the OMol25 dataset describes a molecular structure, C19H54CuO21 at a distorted geometry. The level of theory is ωB97M-V/def2-TZVPD.

* energy relative to the best compared isomer or geometry (same formula, charge and spin): 0.582 eV
* total charge: -1
* highest occupied orbital energy: -5.073 eV
* multiplicity: 1
* frontier orbital gap: 7.088 eV

Positions of all 95 atoms, in Å:
1 Cu 0.41254 -10.01157 -18.97976
2 O -3.72679 -10.86522 -22.30421
3 O 1.70805 -13.33506 -15.33551
4 O 2.03905 -10.41900 -21.24099
5 O -1.39246 -9.93788 -20.60881
6 O 2.98964 -5.02609 -18.34034
7 O 2.26523 -12.58987 -17.99324
8 O -1.24633 -10.99214 -17.54397
9 O 3.02483 -7.90031 -15.93903
10 O -0.99164 -11.18988 -23.00528
11 O 1.15639 -12.10653 -20.34473
12 O 4.28610 -10.47948 -19.43828
13 O 1.04681 -9.68275 -24.51175
14 O 1.18016 -6.14719 -22.74017
15 O -0.24412 -14.41977 -21.88808
16 O -0.93571 -13.18684 -19.19416
17 O 3.01114 -8.13575 -22.24068
18 O 0.73432 -8.01539 -20.30902
19 O 1.61109 -12.16878 -22.40372
20 O 4.88018 -5.70499 -20.22583
21 O 0.48516 -15.28970 -13.51164
22 O 1.07325 -9.37187 -16.87559
23 C 3.35509 -6.65004 -16.51550
24 C 0.54487 -5.84038 -21.46658
25 C -1.19943 -10.61402 -24.20794
26 C 4.13240 -7.66938 -21.54245
27 C 3.71541 -12.41757 -18.00936
28 C -0.14488 -7.07838 -20.82662
29 C 4.10040 -6.11486 -21.27978
30 C 4.10818 -10.98829 -18.11243
31 C 0.07988 -15.07243 -14.86442
32 C 2.58036 -6.23192 -17.81883
33 C -0.10577 -9.41689 -16.14213
34 C -1.35599 -14.40491 -19.69826
35 C -0.77560 -10.82258 -16.23924
36 C -3.66515 -10.71314 -20.93209
37 C 1.19624 -14.53169 -15.80451
38 C -0.32800 -9.30757 -24.31943
39 C -1.45399 -14.26247 -21.18883
40 C -2.78139 -9.52263 -20.58987
41 C 1.55377 -11.54933 -21.35525
42 H 1.19405 -5.39945 -20.71011
43 H -0.77684 -8.68790 -16.59637
44 H 1.20345 -8.39466 -21.05580
45 H -2.21352 -10.23914 -24.34645
46 H 3.83269 -5.13333 -18.78683
47 H 0.28803 -13.64429 -21.69558
48 H -1.15984 -10.36994 -21.43391
49 H 5.76585 -5.52053 -20.54702
50 H 1.25626 -15.85469 -13.59987
51 H 1.68577 -8.70834 -16.54980
52 H 4.17898 -12.82647 -17.11158
53 H 0.06167 -9.08597 -15.11717
54 H 4.40421 -6.56823 -16.79966
55 H 1.84225 -12.73907 -16.07603
56 H 4.08538 -8.12724 -20.55440
57 H 1.42950 -10.01779 -23.69756
58 H 3.50615 -10.29822 -17.52128
59 H -2.11682 -15.05943 -21.52588
60 H 3.15122 -5.86238 -15.79016
61 H -0.78066 -6.65690 -20.04799
62 H 4.16233 -13.06525 -18.76359
63 H -1.03860 -11.29415 -25.04439
64 H -1.91502 -13.38136 -21.63515
65 H -0.44842 -8.63450 -23.47056
66 H -0.79185 -7.51731 -21.58615
67 H 5.03599 -7.96063 -22.07798
68 H 2.82001 -8.99241 -21.85182
69 H -2.86648 -11.19504 -22.57381
70 H -0.09640 -11.64722 -16.02303
71 H 3.65031 -7.97427 -15.21453
72 H -2.91191 -8.74450 -21.34191
73 H 3.12377 -5.76312 -20.94730
74 H 4.41694 -5.56461 -22.16585
75 H -0.26651 -12.82503 -19.77969
76 H 1.85466 -6.82760 -22.67945
77 H -0.08479 -11.49467 -22.92565
78 H 0.81950 -14.50708 -16.82704
79 H 1.51558 -6.13439 -17.60706
80 H 2.72406 -7.02463 -18.55304
81 H -0.66213 -15.20377 -19.43658
82 H 2.06553 -15.18929 -15.80382
83 H -0.92081 -11.81731 -17.91102
84 H -0.76061 -14.37877 -14.88696
85 H -0.21691 -5.10421 -21.72314
86 H -4.59631 -10.49767 -20.40806
87 H 3.53728 -10.67675 -20.00570
88 H -2.29312 -14.74431 -19.25701
89 H -1.61091 -10.96807 -15.55427
90 H 5.11620 -10.95696 -17.69892
91 H -3.09338 -11.58276 -20.60814
92 H -2.97327 -9.13201 -19.59052
93 H -0.38783 -15.98995 -15.22152
94 H 2.01526 -12.37474 -18.89482
95 H -0.68722 -8.66293 -25.12161

Mulliken population analysis, charges in e, atoms 1 to 4:
1 Cu 1.5872
2 O -0.6614
3 O -0.5898
4 O -0.6626



3.
This record from the OMol25 dataset describes 3 unconnected molecules or ions with the total composition C3H12O2S at a distorted geometry. The level of theory is ωB97M-V/def2-TZVPD.

* energy relative to the best compared isomer or geometry (same formula, charge and spin): 1.126 eV
* SMILES: CCSC.O.O
* highest occupied orbital energy: -8.199 eV
* multiplicity: 1
* frontier orbital gap: 8.908 eV

Positions of all 18 atoms, in Å:
1 S -2.95423 1.20673 -1.45039
2 O 4.88771 -0.19698 0.34364
3 O 1.52740 -2.21929 2.49282
4 C -1.15446 1.29236 -1.58349
5 C -3.27197 0.36640 0.13391
6 C -0.40019 0.09496 -0.89221
7 H 1.85357 -2.97491 2.98318
8 H -0.86918 1.19565 -2.62153
9 H 4.57089 -0.03339 -0.56117
10 H -0.96522 -0.78877 -1.16101
11 H 0.54990 0.21133 -1.45139
12 H -2.69309 -0.50610 0.45689
13 H 5.75388 0.23086 0.38862
14 H -3.09649 1.15579 0.86012
15 H -4.28202 -0.01719 0.05444
16 H -0.07165 0.14183 0.14268
17 H -0.94764 2.30286 -1.22506
18 H 1.56279 -1.46212 3.08996

Mulliken population analysis, charges in e, atoms 1 to 4:
1 S -0.1420
2 O -0.6366
3 O -0.6188
4 C -0.4050



4.
This record from the OMol25 dataset describes a molecular structure, C12H17BFeN6O2 at a distorted geometry. The level of theory is ωB97M-V/def2-TZVPD.

* energy relative to the best compared isomer or geometry (same formula, charge and spin): 3.754 eV
* highest occupied orbital energy (alpha / beta): -8.427 / -8.710 eV
* multiplicity: 5
* frontier orbital gap (alpha / beta): 8.649 / 8.336 eV
* expectation value of S²: 6.0190

Positions of all 39 atoms, in Å:
1 Fe -1.82724 1.31266 -0.58346
2 O -2.65565 1.44567 2.12623
3 O -3.73123 3.05924 0.92595
4 N -1.80796 -0.33167 -1.30995
5 N 0.85911 0.85633 -1.57874
6 N -0.74821 -1.05684 -1.84952
7 N -0.12664 1.67205 -1.02937
8 N 1.84707 -1.95815 0.31262
9 N 1.77724 -1.65130 -1.05314
10 C -1.26196 -2.03566 -2.62024
11 C 3.51225 -3.07242 -0.77425
12 C 1.54224 -0.00185 4.54126
13 C 0.30602 2.97967 -1.11467
14 C -2.64496 -2.04568 -2.50100
15 C -2.95126 2.11578 0.98516
16 C -3.22559 1.91284 3.35841
17 C -2.97442 -0.97144 -1.67169
18 C 2.76872 -2.33738 -1.69892
19 C 2.89295 -2.79826 0.47213
20 C 1.80967 1.65805 -2.10165
21 C 1.52343 2.98414 -1.79648
22 B 0.76397 -0.68469 -1.83495
23 H 2.61021 1.23444 -2.68730
24 H -2.94387 2.95462 3.54219
25 H 1.41765 0.93693 5.08662
26 H 2.12009 3.83823 -2.05716
27 H 3.21561 -3.19747 1.42917
28 H 4.37001 -3.69651 -0.97180
29 H 2.58725 -0.31464 4.60566
30 H -4.31005 1.77626 3.34779
31 H -2.79099 1.27010 4.12399
32 H -0.59903 -2.63005 -3.23035
33 H -0.25478 3.82108 -0.73267
34 H -3.95526 -0.65057 -1.36307
35 H 0.91514 -0.74729 4.96647
36 H -3.30918 -2.73772 -2.98672
37 H 2.88540 -2.25287 -2.76741
38 H 1.27666 0.14751 3.49120
39 H 1.11760 -0.80312 -3.00031

Mulliken population analysis, charges in e, atoms 1 to 4:
1 Fe 0.3211
2 O -0.2100
3 O -0.5904
4 N 0.0037



5.
This record from the OMol25 dataset describes a molecular structure, C2H2N2O2. The level of theory is ωB97M-V/def2-TZVPD.

* energy relative to the best compared isomer or geometry (same formula, charge and spin): 4.565 eV
* highest occupied orbital energy: -10.386 eV
* multiplicity: 1
* frontier orbital gap: 9.337 eV

Positions of all 8 atoms, in Å:
1 O -1.81754 -0.60122 0.74815
2 O 1.21079 0.40453 -1.48495
3 N -1.34106 -0.15683 -0.86365
4 N 0.60118 -0.16203 0.67079
5 C 1.51071 0.19944 -0.32289
6 C -0.55547 -0.24535 0.14183
7 H 2.54428 0.28832 0.04122
8 H -2.21888 0.21019 1.11164

Mulliken population analysis, charges in e, atoms 1 to 4:
1 O -0.3383
2 O -0.5199
3 N -0.2494
4 N -0.5730



6.
This record from the OMol25 dataset describes a molecular structure, C21H29FFeN8O2S at a distorted geometry. The level of theory is ωB97M-V/def2-TZVPD.

* total charge: +1
* highest occupied orbital energy (alpha / beta): -10.685 / -10.652 eV
* multiplicity: 6
* frontier orbital gap (alpha / beta): 8.313 / 7.157 eV
* expectation value of S²: 8.7683

Positions of all 63 atoms, in Å:
1 Fe -0.38574 -1.81825 -0.20218
2 S 0.41449 1.54513 -0.52781
3 F 0.20185 -0.48215 5.73322
4 O -2.06894 -3.32056 0.10181
5 O -2.49812 1.47638 -1.88252
6 N 2.14286 -5.16110 -0.70538
7 N 1.78584 -1.52139 -1.06595
8 N -2.44052 0.20822 -1.38238
9 N 0.43642 -3.79950 -0.54090
10 N 3.75634 -2.49446 -1.26389
11 N -2.39263 -2.17570 -0.37872
12 N 0.78989 4.05940 -1.39196
13 N 1.59559 3.57337 0.70207
14 C 1.02947 -1.48631 2.37323
15 C 1.02850 -5.94530 -0.47988
16 C 0.44085 3.66416 -2.74659
17 C -0.20044 -1.33952 1.73097
18 C 3.95331 -1.15412 -1.51276
19 C 0.49450 5.45853 -1.09129
20 C 1.56389 2.79929 1.93653
21 C 1.17680 -1.20356 3.72592
22 C 1.72859 -3.88294 -0.73460
23 C -4.90299 0.30636 -1.50466
24 C 2.44711 -2.66047 -1.00804
25 C -1.16368 -0.59617 3.82834
26 C -3.54440 -1.70536 -0.65301
27 C -1.28922 -0.88999 2.47665
28 C -0.02180 -5.08976 -0.38310
29 C 2.64495 4.58642 0.65640
30 C 2.73334 -0.57050 -1.38692
31 C 0.96081 3.14416 -0.40947
32 C 0.07067 -0.76295 4.42371
33 C -4.78389 -2.51000 -0.43463
34 C -3.57889 -0.32920 -1.21538
35 H 0.87844 2.69972 -2.98317
36 H 0.83092 4.41763 -3.43102
37 H 1.90401 -1.81450 1.81964
38 H 2.47232 0.46383 -1.50356
39 H 0.45787 5.62013 -0.01833
40 H -5.52790 -0.36043 -2.09961
41 H 0.60947 2.29315 2.04347
42 H 3.08071 -5.50147 -0.82836
43 H -2.25731 -0.75242 2.00729
44 H 4.47050 -3.20198 -1.27075
45 H 1.23287 6.12947 -1.53319
46 H -5.54648 -1.91432 0.06620
47 H 4.92132 -0.75141 -1.75106
48 H 2.84498 4.88276 -0.36918
49 H -0.48530 5.70420 -1.50611
50 H 3.55772 4.15820 1.07512
51 H -5.19639 -2.84147 -1.38982
52 H -4.55981 -3.38538 0.16959
53 H 2.35748 2.04732 1.95390
54 H -0.64343 3.60402 -2.88344
55 H -4.77096 1.24194 -2.03668
56 H -1.05795 -5.30509 -0.20565
57 H -1.56519 1.75314 -1.79346
58 H -5.43525 0.50952 -0.57273
59 H 1.70851 3.48677 2.76971
60 H 2.38263 5.46902 1.24213
61 H -1.99943 -0.24408 4.41847
62 H 2.12384 -1.31376 4.23788
63 H 1.08698 -7.01667 -0.41413

Mulliken population analysis, charges in e, atoms 1 to 4:
1 Fe -0.0440
2 S -0.0848
3 F -0.3391
4 O -0.5385



7.
This record from the OMol25 dataset describes 2 unconnected molecules or ions with the total composition C7H15NO4S at a distorted geometry. The level of theory is ωB97M-V/def2-TZVPD.

* energy relative to the best compared isomer or geometry (same formula, charge and spin): 4.546 eV
* SMILES: CCC(N(C)C)=S(=O)=O.CC(=O)O
* highest occupied orbital energy (alpha / beta): -9.185 / -9.189 eV
* multiplicity: 1
* frontier orbital gap (alpha / beta): 7.345 / 7.348 eV

Positions of all 28 atoms, in Å:
1 S 0.96037 -1.56898 -0.93053
2 O 1.62015 2.38494 1.43839
3 O 2.03640 -0.79304 -1.45519
4 O 1.41423 -2.04913 0.43497
5 O 2.42798 0.31611 1.05155
6 N -0.96267 -0.95293 0.78087
7 C -1.07928 0.29777 -1.24339
8 C 2.05303 1.52380 0.70206
9 C -0.33803 -1.15062 2.06469
10 C 2.32659 1.90549 -0.82716
11 C -1.97759 -1.93801 0.40293
12 C -0.30012 -0.23316 -0.04566
13 C -1.96615 1.55051 -0.95694
14 H 2.28550 -0.39588 0.39101
15 H -2.20404 2.02976 -1.88121
16 H -1.51796 -3.00167 0.39388
17 H -1.38560 2.24868 -0.18457
18 H -0.83422 -1.85904 2.58048
19 H -2.93775 1.27875 -0.42892
20 H -2.79445 -2.04711 1.12464
21 H -0.27926 0.59008 -2.09531
22 H -0.18445 -0.28776 2.65642
23 H -1.69496 -0.55157 -1.77173
24 H 1.49994 1.91237 -1.47012
25 H 3.08021 1.28566 -1.46544
26 H 2.71159 2.98035 -0.68116
27 H 0.64110 -1.64696 1.94394
28 H -2.60057 -1.82842 -0.52854

Mulliken population analysis, charges in e, atoms 1 to 4:
1 S 0.6271
2 O -0.5890
3 O -0.4975
4 O -0.5979